# 1
This record from the OMol25 dataset describes 2 unconnected molecules or ions with the total composition CH6OS2 at a distorted geometry. The level of theory is ωB97M-V/def2-TZVPD.

Each line ends with the Löwdin charge.
Geometry (Å):
1 C -0.8071 0.6188 1.0787  -0.506
2 S -0.4802 -1.1432 1.5290  0.339
3 S 1.3630 -0.8166 2.5388  0.287
4 H -1.7533 0.7101 0.5191  0.029
5 H -0.0097 1.1213 0.5057  0.030
6 H -0.9207 1.1325 2.0481  0.020
7 H 2.1462 -0.6953 1.4460  -0.199
8 O 0.3245 -0.5782 -3.4657  -0.088
9 H -0.4964 -0.6838 -2.9335  0.043
10 H 0.6337 0.3344 -3.2663  0.044

Its structure (SMILES) is CSS.O. The multiplicity is 1. Its HOMO energy is -9.215 eV. For the HOMO-LUMO gap, the calculation gives 9.489 eV. As for the total charge: 0. The relative energy (zero: lowest compared OMol25 entry of this formula, charge and spin) comes out at 19.2 kJ/mol.

# 2
This record from the OMol25 dataset describes a molecular structure, C39H38HgN4O2PS at a distorted geometry. The level of theory is ωB97M-V/def2-TZVPD.

Each line ends with the Löwdin spin population.
Geometry (Å):
1 Hg 0.6213 0.3208 0.2597  0.014
2 C 2.9402 3.9294 0.0394  0.054
3 C 2.5805 2.5955 0.3100  0.174
4 N 1.2916 2.3029 0.6769  0.209
5 C 0.2993 3.2970 0.6671  0.093
6 C 0.6376 4.6198 0.2450  0.010
7 C 1.9921 4.9387 0.0535  0.229
8 C -0.4099 5.5836 0.0337  0.036
9 C -1.7314 5.2742 0.1615  -0.013
10 C -2.1034 3.9807 0.6438  0.043
11 C -3.4429 3.5754 0.8491  -0.013
12 C -3.6829 2.3047 1.3610  0.044
13 C -2.6545 1.4148 1.6723  -0.015
14 N -1.3680 1.7601 1.4504  0.051
15 C -1.0711 2.9820 0.9569  0.041
16 H 3.9809 4.1380 -0.1928  -0.001
17 H 3.2925 1.7753 0.3357  0.010
18 H 2.2587 5.9766 -0.0850  0.014
19 H -0.0426 6.5544 -0.3166  0.001
20 H -2.4801 6.0532 -0.0166  -0.001
21 H -4.2495 4.2403 0.6106  -0.002
22 H -4.6934 1.9415 1.4471  0.003
23 H -2.8492 0.4451 2.0722  -0.002
24 C 0.2790 -0.2935 5.4717  0.000
25 C 1.3839 0.7575 5.6525  0.000
26 C 1.5354 1.2957 4.2080  0.000
27 O 1.2496 0.1799 3.3327  0.000
28 C 0.6670 -0.9051 4.0967  0.000
29 H -0.7049 0.1612 5.4121  0.000
30 H 0.2822 -1.0648 6.2414  0.000
31 H 2.3111 0.2713 5.9453  0.000
32 H 1.1851 1.5692 6.3495  0.000
33 H 2.5206 1.7055 3.9453  0.000
34 H 0.7815 2.0467 3.9510  0.000
35 H 1.4871 -1.6388 4.2143  0.000
36 H -0.1248 -1.3272 3.4916  0.000
37 N -0.6401 -1.3914 -0.0971  0.012
38 P -1.5096 -1.7118 -1.3487  0.002
39 C -2.0312 -0.2851 -2.2093  0.000
40 C -3.3614 0.1321 -2.2549  0.000
41 C -3.7153 1.2846 -2.9326  0.000
42 C -2.6891 2.0016 -3.5322  0.000
43 C -1.3418 1.6716 -3.4339  0.000
44 C -1.0025 0.4590 -2.8161  0.000
45 C -0.6708 -2.7626 -2.5283  0.000
46 C 0.0368 -3.8879 -2.0520  0.000
47 C 0.9727 -4.5584 -2.8703  0.000
48 C 1.1160 -4.2222 -4.2143  0.000
49 C 0.2814 -3.2339 -4.7282  0.000
50 C -0.6240 -2.5187 -3.9356  0.000
51 C -2.9433 -2.7000 -0.9544  0.001
52 C -3.2052 -3.1508 0.3293  0.000
53 C -4.3514 -3.8773 0.5949  0.000
54 C -5.2473 -4.1913 -0.4075  0.000
55 C -5.0215 -3.7285 -1.6739  0.000
56 C -3.8536 -3.0805 -1.9794  0.000
57 H -4.1424 -0.4385 -1.7909  0.000
58 H -4.7363 1.6780 -2.9726  0.000
59 H -2.9475 2.8976 -4.1224  0.000
60 H -0.5978 2.3420 -3.8705  0.000
61 H 0.0363 0.0962 -2.8441  0.000
62 H -0.1049 -4.2089 -1.0311  0.000
63 H 1.5414 -5.3612 -2.4559  0.000
64 H 1.8620 -4.6828 -4.8474  0.000
65 H 0.3526 -2.9809 -5.7992  0.000
66 H -1.2215 -1.7448 -4.3696  0.000
67 H -2.5372 -2.8907 1.1371  0.000
68 H -4.5565 -4.2344 1.6014  0.000
69 H -6.0964 -4.7898 -0.2062  0.000
70 H -5.7823 -3.9362 -2.4362  0.000
71 H -3.6463 -2.8218 -3.0448  0.000
72 S 3.0421 -1.4512 -0.7080  0.000
73 C 4.5410 -0.8583 -0.2028  0.000
74 N 5.5514 -0.5895 -1.1182  0.001
75 C 6.6395 0.1976 -0.8216  0.000
76 C 6.8612 0.4920 0.4804  0.000
77 C 5.9575 0.1143 1.4932  0.000
78 C 4.8066 -0.5518 1.1299  0.000
79 H 5.4146 -0.9003 -2.0740  0.000
80 H 7.2921 0.4926 -1.6578  0.000
81 H 7.7400 1.0607 0.7576  0.000
82 H 6.1227 0.3817 2.5047  0.000
83 H 4.0750 -0.8407 1.8944  0.000
84 O 0.6927 -3.4565 1.2042  0.000
85 H 1.5811 -3.2296 0.9187  0.000
86 H 0.0915 -2.7947 0.7485  0.000

The multiplicity is 2. As for the expectation value of S²: 0.783. Its HOMO energy (spin up / spin down) is -4.762 / -7.748 eV. For the HOMO-LUMO gap (spin up / spin down), the calculation gives 4.381 / 7.366 eV. As for the total charge: 0. The relative energy (zero: lowest compared OMol25 entry of this formula, charge and spin) comes out at 9.4 kJ/mol.

# 3
This record from the OMol25 dataset describes a molecular structure, C12H37KN2O14S at a distorted geometry. The level of theory is ωB97M-V/def2-TZVPD.

Each line ends with the Löwdin charge.
Geometry (Å):
1 K 1.5022 3.5510 -0.7210  1.014
2 C 0.4092 0.0802 0.3539  -0.030
3 C 0.5801 0.5945 -1.1050  -0.417
4 O 0.5991 -0.2555 -2.0262  0.054
5 O 0.7537 1.8383 -1.3309  -0.303
6 H -0.2409 0.7323 0.9372  0.064
7 H 1.4269 0.0221 0.7400  0.043
8 H 0.0004 -0.9299 0.3759  0.069
9 C 0.1060 -2.9174 -0.9347  -0.160
10 O 0.8473 -2.4581 -2.0529  -0.105
11 H -0.8072 -2.3336 -0.8188  0.050
12 H -0.3882 -3.8826 -1.0448  0.113
13 H 0.6283 -2.8000 0.0148  0.022
14 H 0.7777 -1.5006 -2.0428  -0.090
15 C 3.4483 0.1930 -1.2197  -0.079
16 O 3.6023 0.3463 0.1892  -0.166
17 H 2.4397 -0.1928 -1.3679  0.067
18 H 3.6381 1.1610 -1.6834  0.098
19 H 4.2810 -0.4960 -1.3617  0.104
20 H 3.5081 -0.5462 0.5301  -0.040
21 C 0.2329 -0.8204 -4.4419  -0.190
22 O 0.7651 0.2816 -3.7857  -0.072
23 H -0.8546 -0.8475 -4.3729  0.084
24 H 0.4469 -0.6131 -5.4904  0.078
25 H 0.6984 -1.7884 -4.2567  0.092
26 H 0.7860 0.1180 -2.8399  -0.364
27 C -2.2655 -0.8773 -1.7712  -0.137
28 O -1.3475 -1.3258 -2.7269  -0.140
29 H -2.4692 0.1787 -1.9486  0.073
30 H -3.2736 -1.2843 -1.8500  0.112
31 H -2.0250 -0.9034 -0.7084  -0.007
32 H -0.5103 -0.8581 -2.6824  -0.015
33 C 2.5177 -2.3410 0.1713  -0.107
34 O 3.8509 -1.8663 0.2903  -0.124
35 H 2.2241 -2.9541 1.0233  0.113
36 H 1.8719 -1.4631 0.1505  0.050
37 H 2.5503 -2.8339 -0.8003  0.115
38 H 4.4988 -2.5713 0.2211  0.133
39 O 0.0695 2.7014 1.3385  -0.446
40 S 0.7751 2.5012 2.5997  0.788
41 O 1.9163 3.3455 2.9497  -0.268
42 O -0.2707 2.3870 3.9375  -0.239
43 C -1.4253 1.5406 3.8213  -0.213
44 C -2.3701 1.7576 2.6025  -0.117
45 C 1.4205 0.7682 2.5017  -0.098
46 H -1.9329 1.7963 4.7514  0.125
47 H -1.0421 0.5328 3.9814  0.094
48 H -2.0490 1.3470 1.6452  0.016
49 H -2.5732 2.8168 2.4448  0.113
50 H -3.2987 1.3206 2.9696  0.107
51 H 0.6734 0.0704 2.1237  0.009
52 H 1.8171 0.4071 3.4507  0.106
53 H 2.1856 0.8370 1.7284  0.056
54 C -2.4226 -0.9284 1.0957  0.044
55 N -1.2290 -1.5896 1.7402  -0.388
56 O -0.8898 -2.6895 1.2744  0.049
57 O -0.7765 -1.0230 2.6875  0.045
58 H -3.0511 -1.6013 0.5124  0.129
59 H -2.0015 -0.1227 0.4943  0.052
60 H -2.8781 -0.3791 1.9196  0.095
61 C -1.6353 2.6851 -0.3180  0.040
62 N -2.9735 2.0084 -0.2706  -0.346
63 O -3.5193 1.8545 -1.3631  0.078
64 O -3.4421 1.7625 0.8425  -0.053
65 H -1.2216 2.9583 0.6528  0.027
66 H -1.6938 3.5578 -0.9685  0.125
67 H -0.9706 1.9415 -0.7576  0.068

The multiplicity is 1. Its HOMO energy is -7.290 eV. For the HOMO-LUMO gap, the calculation gives 6.632 eV. As for the total charge: 0.